{"formula": "C23H51O14P", "method": "ωB97M-V/def2-TZVPD", "smiles": "O=CO[C@@H](CCC(=O)O)[PH2]=O.COCCOCCOC.COCCOCCOC.COCCOCCOC", "orbital_gap_ev": 8.89, "lumo_ev": -0.12, "molar_mass_g_mol": 582.621, "charge": 0, "homo_ev": -9.0176, "multiplicity": 1, "largest_force_ev_per_a": 1.415, "symbols": ["O", "C", "O", "C", "C", "C", "C", "O", "O", "P", "O", "H", "H", "H", "H", "H", "H", "H", "H", "H", "C", "O", "C", "C", "O", "C", "C", "O", "C", "H", "H", "H", "H", "H", "H", "H", "H", "H", "H", "H", "H", "H", "H", "C", "O", "C", "C", "O", "C", "C", "O", "C", "H", "H", "H", "H", "H", "H", "H", "H", "H", "H", "H", "H", "H", "H", "C", "O", "C", "C", "O", "C", "C", "O", "C", "H", "H", "H", "H", "H", "H", "H", "H", "H", "H", "H", "H", "H", "H"], "positions_angstrom": [[4.403478, 7.433621, 2.298857], [4.025906, 6.315845, 2.522604], [3.128257, 5.662971, 1.735272], [2.085678, 5.033066, 2.484479], [0.775135, 5.044822, 1.707594], [-0.405956, 5.268577, 2.656337], [-1.660302, 4.599307, 2.165327], [-1.890261, 4.325355, 1.017764], [-2.586415, 4.347396, 3.141611], [2.509214, 3.271526, 2.852536], [2.923028, 2.523557, 1.648609], [4.429230, 5.711874, 3.343651], [1.949257, 5.574053, 3.419421], [0.813765, 5.800946, 0.939831], [0.655338, 4.096539, 1.197930], [-0.553158, 6.333256, 2.776025], [-0.164853, 4.850199, 3.627667], [-2.126414, 4.058693, 3.928742], [3.455145, 3.255024, 3.895488], [1.291783, 2.773429, 3.365830], [-5.005462, 5.373313, -0.050835], [-5.951226, 5.767864, 0.922160], [-5.366070, 6.555305, 1.940517], [-6.422945, 7.316087, 2.706543], [-6.891751, 8.479311, 2.041764], [-7.812665, 8.282583, 0.980144], [-9.217677, 7.966164, 1.438207], [-9.338006, 6.599746, 1.790300], [-10.478421, 6.353825, 2.577772], [-4.207162, 4.773223, 0.388065], [-5.530133, 4.776140, -0.793820], [-4.573795, 6.250554, -0.549010], [-4.656123, 7.270960, 1.504456], [-4.824076, 5.896392, 2.632330], [-5.961380, 7.685221, 3.625055], [-7.248532, 6.659337, 2.987055], [-7.453081, 7.527814, 0.278538], [-7.845780, 9.240148, 0.456662], [-9.919252, 8.183156, 0.620092], [-9.468300, 8.602213, 2.296034], [-10.429897, 6.905436, 3.524321], [-10.505566, 5.288131, 2.794041], [-11.396450, 6.630911, 2.046256], [4.889285, -5.307314, 2.203443], [4.553767, -4.368497, 1.210525], [3.360302, -4.717578, 0.529623], [2.786497, -3.526224, -0.201100], [2.070299, -2.628365, 0.629332], [2.842110, -1.743722, 1.430161], [3.443126, -0.584902, 0.670330], [4.622223, -0.992664, -0.010696], [4.972401, -0.087984, -1.031271], [5.050659, -6.303000, 1.772662], [5.811628, -4.973704, 2.674226], [4.105453, -5.368855, 2.967954], [2.617790, -5.099187, 1.241031], [3.593871, -5.508369, -0.196298], [2.047069, -3.905923, -0.909909], [3.561240, -3.007512, -0.769875], [3.610086, -2.284809, 1.986683], [2.132943, -1.330895, 2.151128], [3.700221, 0.215786, 1.369710], [2.706741, -0.199586, -0.044200], [4.185917, -0.031460, -1.793573], [5.885938, -0.453450, -1.496679], [5.153180, 0.914915, -0.628647], [4.584144, -6.273008, -2.901088], [3.462785, -6.939829, -3.431616], [3.032320, -6.367857, -4.653540], [2.135612, -7.322026, -5.406979], [2.836005, -8.341087, -6.102581], [3.327667, -9.424841, -5.329747], [2.264052, -10.416415, -4.918457], [1.544654, -9.945289, -3.793003], [0.320871, -10.621049, -3.625279], [4.356050, -5.219775, -2.696658], [4.850125, -6.764100, -1.967279], [5.439388, -6.335839, -3.584041], [3.897350, -6.116821, -5.279474], [2.474339, -5.445779, -4.436304], [1.627400, -6.748886, -6.184887], [1.373298, -7.742323, -4.748359], [3.885909, -9.071579, -4.460912], [4.025539, -9.944924, -5.988783], [2.743982, -11.370268, -4.656987], [1.582749, -10.583550, -5.761544], [-0.336191, -10.465766, -4.489181], [-0.161880, -10.213136, -2.740008], [0.476977, -11.696443, -3.480074]], "atomic_forces_ev_per_a": [[-0.39, -1.18, 0.07], [0.65, 1.14, -0.53], [-0.10, 0.34, 0.11], [0.14, -0.21, 0.42], [-0.03, -0.26, 0.17], [0.61, -0.52, -0.49], [-0.60, -0.10, -0.63], [0.16, 0.36, 0.77], [0.03, -0.20, -0.71], [-0.03, -0.23, -1.03], [0.21, -0.02, 0.02], [-0.14, -0.10, 0.25], [-0.03, 0.14, 0.24], [0.06, 0.27, -0.19], [-0.08, -0.19, -0.29], [-0.36, 0.26, 0.21], [0.01, 0.03, 0.39], [0.04, 0.18, 0.56], [-0.21, 0.12, 0.21], [0.10, 0.22, 0.50], [-0.14, -0.03, 0.00], [-0.05, 0.18, -0.11], [-0.07, -0.20, -0.04], [0.04, 0.08, 0.11], [-0.01, -0.02, 0.01], [0.04, 0.12, -0.06], [-0.04, -0.18, -0.10], [0.11, 0.04, 0.16], [0.02, -0.05, -0.07], [0.09, 0.00, -0.01], [-0.03, -0.01, 0.01], [0.06, -0.03, 0.03], [0.02, 0.02, 0.03], [0.09, 0.07, 0.03], [0.00, 0.02, 0.01], [0.00, -0.08, -0.11], [-0.06, -0.11, 0.05], [0.01, 0.01, 0.01], [-0.02, 0.11, 0.04], [0.00, 0.04, -0.01], [-0.05, 0.03, -0.02], [0.00, -0.02, -0.02], [-0.03, 0.02, 0.04], [0.06, 0.03, -0.06], [-0.11, 0.12, 0.13], [0.25, -0.01, -0.02], [-0.11, -0.02, -0.12], [0.02, -0.01, 0.04], [-0.09, 0.03, 0.05], [0.27, -0.14, 0.05], [-0.15, -0.13, -0.14], [0.09, -0.01, 0.06], [-0.03, -0.03, 0.04], [0.03, 0.00, -0.02], [-0.01, -0.07, -0.02], [-0.04, 0.00, -0.02], [-0.16, -0.06, 0.01], [-0.01, 0.00, -0.01], [0.11, -0.03, 0.08], [0.10, 0.01, -0.08], [-0.02, 0.00, -0.01], [-0.13, 0.10, -0.02], [-0.03, 0.04, 0.02], [0.00, 0.06, 0.01], [0.02, -0.01, 0.01], [-0.04, 0.03, -0.04], [-0.08, -0.01, 0.05], [0.11, -0.14, -0.09], [-0.06, -0.01, 0.20], [-0.07, 0.04, -0.11], [0.00, -0.01, 0.02], [0.09, -0.02, -0.10], [0.02, 0.00, 0.22], [-0.08, 0.13, -0.12], [0.06, 0.01, 0.07], [0.09, 0.02, -0.02], [-0.02, -0.01, 0.02], [-0.01, 0.09, -0.01], [-0.01, 0.02, -0.03], [0.04, 0.05, -0.10], [0.00, 0.00, -0.02], [0.07, 0.00, 0.11], [-0.09, -0.01, 0.09], [0.00, 0.00, -0.02], [-0.02, -0.04, -0.11], [0.01, -0.02, -0.03], [0.00, -0.06, -0.01], [0.01, 0.00, 0.02], [-0.04, -0.02, -0.03]], "lowdin_charge": [0.12, -0.33, -0.04, -0.44, -0.16, -0.10, -0.49, 0.13, 0.10, 0.75, -0.40, 0.14, 0.12, 0.14, 0.11, 0.14, 0.11, 0.10, 0.02, 0.03, -0.10, -0.19, -0.21, -0.18, -0.13, -0.18, -0.21, -0.20, -0.12, 0.06, 0.09, 0.09, 0.13, 0.12, 0.13, 0.12, 0.12, 0.13, 0.13, 0.13, 0.09, 0.09, 0.09, -0.12, -0.19, -0.20, -0.19, -0.13, -0.18, -0.21, -0.20, -0.11, 0.09, 0.09, 0.09, 0.13, 0.11, 0.13, 0.12, 0.12, 0.12, 0.10, 0.13, 0.09, 0.09, 0.09, -0.11, -0.20, -0.21, -0.18, -0.13, -0.18, -0.21, -0.20, -0.12, 0.08, 0.08, 0.09, 0.13, 0.13, 0.13, 0.12, 0.12, 0.13, 0.13, 0.13, 0.09, 0.09, 0.09]}



{"formula": "C3H8N3", "method": "ωB97M-V/def2-TZVPD", "smiles": "[H]/N=N/C(=[NH2+])CC", "orbital_gap_ev": 9.44, "lumo_ev": -5.16, "relative_energy_kj_mol": 374.5, "molar_mass_g_mol": 86.118, "charge": 1, "homo_ev": -14.6049, "multiplicity": 1, "largest_force_ev_per_a": 4.215, "symbols": ["H", "N", "N", "C", "N", "C", "C", "H", "H", "H", "H", "H", "H", "H"], "positions_angstrom": [[-1.757745, -0.520811, -3.417726], [-1.274687, -1.147497, -2.730181], [-1.079422, -0.732251, -1.618906], [-0.632185, -0.862394, -0.413467], [-1.119915, -1.279547, 0.714147], [0.732068, -0.050648, -0.378180], [0.664472, 1.046159, 0.659560], [-0.467101, -1.279969, 1.469924], [-1.978951, -1.935205, 0.672322], [0.742293, 0.311197, -1.411821], [1.534698, -0.662335, -0.166540], [-0.306072, 1.491212, 0.792699], [1.190186, 1.013054, 1.595386], [1.152684, 1.937506, 0.212238]], "atomic_forces_ev_per_a": [[0.19, 0.26, 1.11], [0.58, -1.20, -0.63], [-2.54, 0.44, 0.33], [3.77, 1.52, -1.05], [-3.38, -2.30, -1.03], [-2.91, 0.46, -0.29], [0.47, 2.75, -1.21], [-0.10, -0.06, 0.72], [2.02, 1.47, 0.69], [0.84, 0.33, 0.50], [1.64, -1.75, 0.08], [-0.74, -0.37, 0.32], [0.04, -1.06, 0.48], [0.11, -0.49, 0.00]], "nbo_charge": [0.38, -0.14, -0.06, 0.48, -0.71, -0.40, -0.67, 0.44, 0.45, 0.23, 0.25, 0.23, 0.25, 0.26]}



Question: Which formula does entry 1 have?
Answer: C23H51O14P